The following is a quantum chemistry calculation of the molecule C3H6O2S in a non-equilibrium geometry, from the OMol25 dataset.

- maximum force (Eh/bohr) = 0.128
- ΔE to the lowest compared entry with this formula, charge and spin (kJ/mol) = 383.7
- M (g mol⁻¹) = 106.1
- orbital gap (eV) = 8.49
- HOMO energy (eV) = -8.648

Each line ends with the Löwdin charge.
Element x y z (Å)
C1 2.2277 -0.5058 -0.0173  -0.089
O1 0.8111 -0.6040 -0.1431  -0.212
C2 -0.2355 0.2518 0.1630  -0.204
O2 -1.3977 -0.4684 -0.3303  -0.074
C3 -2.4893 0.2042 -0.3290  -0.640
S1 -4.0500 -0.5323 0.0635  0.536
H1 2.6173 -0.4160 1.1840  0.143
H2 2.6709 -1.3780 -0.4980  0.076
H3 2.4763 0.5007 -0.5505  0.104
H4 -0.0475 1.1853 -0.5606  0.174
H5 -0.0952 0.5244 1.2292  0.151
H6 -2.4881 1.2380 -0.2110  0.036

The following is a quantum chemistry calculation of a structure of composition C39H37F9OOsP2 in a non-equilibrium geometry, from the OMol25 dataset.

- maximum force (Eh/bohr) = 0.119
- ΔE to the lowest compared entry with this formula, charge and spin (kJ/mol) = 0.2
- M (g mol⁻¹) = 944.9
- spin multiplicity = 5
- orbital gap (alpha / beta) (eV) = 5.63 / 6.17
- charge = +2
- HOMO energy (alpha / beta) (eV) = -12.086 / -14.203

Each line ends with the Löwdin charge.
Element x y z (Å)
Os1 -0.1672 0.8300 -2.1330  1.582
C1 -1.8558 1.4330 -2.9472  -0.303
C2 -1.6807 -0.0009 -3.1489  -0.305
C3 -1.2252 -0.5587 -4.4686  -0.158
C4 0.1768 -0.0605 -4.9017  -0.143
C5 0.9197 0.6040 -3.7676  -0.312
C6 0.7453 2.0199 -3.4225  -0.319
C7 -0.2105 2.9002 -4.1893  -0.171
C8 -1.6551 2.4059 -4.0961  -0.156
C9 1.9654 -0.1482 1.8828  -0.164
H1 -2.6392 1.6896 -2.2248  0.113
H2 -2.3957 -0.6119 -2.6003  0.112
H3 -1.9601 -0.3660 -5.2568  0.132
H4 -1.2063 -1.6526 -4.3723  0.121
H5 0.7525 -0.9371 -5.2285  0.126
H6 0.0899 0.6037 -5.7696  0.128
H7 1.9520 0.2584 -3.6504  0.122
H8 1.6693 2.5205 -3.1356  0.108
H9 0.1120 2.9868 -5.2360  0.133
H10 -0.1476 3.9135 -3.7640  0.125
H11 -2.3041 3.2661 -3.9077  0.126
H12 -2.0018 1.9749 -5.0420  0.126
H13 1.1719 0.6077 1.8526  0.030
H14 2.7775 0.1623 2.5626  0.100
H15 1.5387 -1.0816 2.2726  0.070
P1 -1.3219 -1.0296 1.0028  1.128
P2 2.5879 -0.3549 0.2159  1.047
C10 -0.2585 -0.9221 -0.5830  -0.352
C11 1.1252 -0.7015 -0.8766  -0.344
C12 -2.2302 -2.5728 1.1996  -0.322
C13 -2.5035 -3.4999 0.1621  -0.090
C14 -3.4031 -4.5469 0.3821  -0.062
C15 -4.0523 -4.6896 1.6176  -0.041
C16 -3.7799 -3.7819 2.6488  -0.034
C17 -2.8678 -2.7522 2.4358  -0.074
C18 -2.5910 0.1467 0.5353  -0.346
C19 -2.3042 1.4961 0.7793  -0.125
C20 -3.3190 2.4390 0.6586  -0.061
C21 -4.5735 2.0463 0.1893  -0.048
C22 -4.8181 0.7277 -0.1928  -0.048
C23 -3.8058 -0.2189 -0.0678  -0.068
C24 4.0417 -1.4215 0.3193  -0.301
C25 3.8230 -2.7744 0.6505  -0.077
C26 4.8906 -3.5980 0.9911  -0.046
C27 6.1933 -3.0862 0.9912  -0.030
C28 6.4274 -1.7593 0.6249  -0.038
C29 5.3559 -0.9222 0.3167  -0.069
C30 3.0236 1.2777 -0.4096  -0.329
C31 2.1603 2.3561 -0.1401  -0.106
C32 2.5643 3.6503 -0.4974  -0.050
C33 3.7363 3.8329 -1.2323  -0.041
C34 4.4248 2.7241 -1.7294  -0.044
C35 4.0590 1.4399 -1.3320  -0.098
H16 -0.7442 -1.6037 -1.3100  0.057
H17 1.4682 -1.0522 -1.8770  0.076
H18 -2.0348 -3.3821 -0.8135  0.093
H19 -3.6132 -5.2634 -0.4170  0.117
H20 -4.7628 -5.5049 1.7905  0.122
H21 -4.2644 -3.8590 3.6240  0.125
H22 -2.6909 -2.0402 3.2311  0.072
H23 -1.3045 1.8187 1.0788  0.093
H24 -3.1226 3.4660 0.9548  0.122
H25 -5.3799 2.7776 0.1333  0.121
H26 -5.7966 0.4279 -0.5743  0.123
H27 -3.9760 -1.2395 -0.4207  0.114
H28 2.7979 -3.1544 0.6591  0.114
H29 4.7095 -4.6381 1.2589  0.122
H30 7.0311 -3.7310 1.2672  0.127
H31 7.4398 -1.3737 0.5753  0.122
H32 5.5397 0.1224 0.0808  0.097
H33 1.1889 2.1814 0.3344  0.091
H34 1.9205 4.4961 -0.2322  0.126
H35 4.0782 4.8397 -1.4628  0.125
H36 5.2605 2.8414 -2.4223  0.126
H37 4.5821 0.5580 -1.7179  0.116
F1 -2.6392 2.1272 3.7721  0.159
C36 -2.4600 0.8816 4.2774  -0.487
F2 -2.7065 0.9466 5.6154  0.171
F3 -3.4096 0.0864 3.7173  0.147
C37 -1.0532 0.3192 3.9500  -0.224
O1 -0.7935 -0.1453 2.6375  -0.268
C38 -0.1134 1.5088 4.2905  -0.486
F4 -0.5004 2.1962 5.4036  0.169
F5 1.1608 1.0866 4.4814  0.155
F6 -0.0876 2.3976 3.2547  0.130
C39 -0.7490 -0.8089 4.9842  -0.486
F7 -0.5267 -0.3290 6.2307  0.175
F8 -1.7904 -1.6927 5.0715  0.137
F9 0.3356 -1.5251 4.6059  0.153

The following is a quantum chemistry calculation of a structure of composition C19H32NPPd in a non-equilibrium geometry, from the OMol25 dataset.

- maximum force (Eh/bohr) = 0.054
- ΔE to the lowest compared entry with this formula, charge and spin (kJ/mol) = 0.0
- M (g mol⁻¹) = 411.9
- spin multiplicity = 5
- orbital gap (alpha / beta) (eV) = 6.84 / 5.84
- charge = +2
- HOMO energy (alpha / beta) (eV) = -12.414 / -15.150

Each line ends with the Löwdin charge.
Element x y z (Å)
C1 -2.4560 -0.1045 -4.2364  -0.031
C2 -2.2531 -1.1021 -3.2844  -0.033
C3 -1.5419 -0.8208 -2.0988  -0.267
C4 -1.2178 0.5194 -1.8287  -0.196
C5 -1.3479 1.5073 -2.8109  -0.308
C6 -1.9733 1.1862 -4.0240  -0.006
C7 -1.1610 -1.8946 -1.1418  -0.118
C8 -0.5452 -3.1551 -1.8074  -0.113
N1 0.8117 -3.0317 -2.2753  -0.095
Pd1 -0.7628 1.1151 0.0518  0.742
C9 -0.8184 2.8745 -2.4954  -0.257
P1 0.3243 2.6481 -1.0752  0.759
H1 -2.6357 -2.1133 -3.4471  0.125
H2 -2.0731 1.9622 -4.7861  0.133
H3 -2.9851 -0.3428 -5.1593  0.127
H4 -1.5993 3.5757 -2.1550  0.115
H5 -0.2812 3.3406 -3.3301  0.114
H6 -0.4779 -1.5032 -0.3691  0.094
H7 -2.0525 -2.2512 -0.5990  0.148
H8 -0.5364 -3.9647 -1.0585  0.148
C10 0.7570 4.2605 -0.4279  -0.224
C11 1.8055 1.8875 -1.7668  -0.214
H9 -1.1688 -3.4641 -2.6616  0.139
C12 1.1091 -2.3427 -3.4944  0.013
C13 1.9078 -3.1803 -1.3576  0.009
H10 0.1266 0.8827 1.7889  -0.058
H11 1.9460 -2.8556 -4.0019  0.133
H12 0.2310 -2.3360 -4.1542  0.114
H13 1.4305 -1.2941 -3.3184  0.122
H14 2.7239 -3.7442 -1.8415  0.132
H15 2.3324 -2.2031 -1.0517  0.128
H16 1.5742 -3.7216 -0.4608  0.118
H17 2.2376 2.5569 -2.5191  0.075
H18 2.5133 1.7327 -0.9434  0.059
H19 1.5645 0.9180 -2.2195  0.028
H20 0.9578 4.9608 -1.2477  0.072
H21 -0.0673 4.6333 0.1910  0.063
H22 1.6519 4.1432 0.1955  0.064
H23 1.4087 0.3805 2.0896  0.054
C14 -1.2655 0.6913 5.8545  -0.043
C15 0.0317 0.0533 5.3609  -0.636
C16 1.2327 0.6753 6.0698  -0.040
C17 -0.0014 -1.4559 5.5976  -0.041
C18 0.1887 0.3239 3.9330  0.035
C19 0.5545 0.5030 2.7467  -0.042
H24 -1.4005 0.5013 6.9262  0.101
H25 -2.1280 0.2834 5.3176  0.090
H26 -1.2459 1.7734 5.6926  0.092
H27 1.1678 0.5146 7.1532  0.102
H28 2.1645 0.2317 5.6997  0.095
H29 1.2724 1.7527 5.8757  0.095
H30 -0.8322 -1.9190 5.0545  0.090
H31 0.9277 -1.9218 5.2523  0.091
H32 -0.1245 -1.6662 6.6673  0.101